Entry from the Open Molecules 2025 dataset: a structure of composition C46H39BF3FeI2N3O4S2 (wB97M-V/def2-TZVPD).

Geometry as ORCA input:
```
! wB97M-V def2-TZVPD RIJCOSX def2/J DEFGRID3
* xyz -1 6
Fe 0.182 0.227 -0.188
F 0.331 1.223 5.304
C -0.502 2.150 4.822
F -0.400 3.223 5.635
F -1.752 1.683 4.961
C -0.201 2.527 3.395
C 0.030 3.848 3.088
C 0.319 4.197 1.781
C 0.297 3.217 0.814
N 0.043 1.939 1.085
C -0.153 1.573 2.364
S -0.206 -0.148 2.680
H 0.008 4.591 3.872
H 0.546 5.219 1.512
H 0.495 3.433 -0.229
I 1.461 1.545 -5.268
C 1.152 -0.286 -4.294
C 1.248 -1.459 -5.034
C 1.200 -2.679 -4.389
I 1.303 -4.415 -5.570
C 1.153 -2.775 -2.981
C 1.223 -3.972 -2.201
C 1.455 -3.865 -0.811
C 1.485 -2.630 -0.225
N 1.135 -1.504 -0.888
C 1.061 -1.555 -2.275
C 0.957 -0.281 -2.904
O 0.747 0.777 -2.164
H 1.356 -1.413 -6.109
H 1.204 -4.938 -2.684
H 1.657 -4.752 -0.218
H 1.730 -3.170 1.743
O -2.152 0.961 -2.756
S -1.728 1.750 -1.572
C -3.297 2.146 -0.739
C -3.351 2.455 0.612
C -4.569 2.788 1.193
C -5.724 2.801 0.424
C -5.664 2.464 -0.924
C -4.450 2.132 -1.506
C -1.517 3.438 -2.231
C -1.640 4.598 -1.472
C -1.416 5.830 -2.067
C -1.073 5.905 -3.413
C -0.973 4.743 -4.165
C -1.196 3.507 -3.573
H -2.451 2.433 1.216
H -4.612 3.032 2.248
H -6.671 3.074 0.874
H -6.566 2.463 -1.523
H -4.374 1.859 -2.553
H -1.932 4.552 -0.429
H -1.514 6.735 -1.478
H -0.901 6.869 -3.875
H -0.711 4.792 -5.215
H -1.130 2.588 -4.141
N 1.964 -2.420 1.113
C 3.232 -1.886 1.348
C 4.098 -2.595 2.255
C 5.137 -1.939 2.952
C 5.952 -2.617 3.837
C 5.777 -3.980 4.069
C 4.764 -4.650 3.391
C 3.937 -3.976 2.508
C 3.669 -0.683 0.631
C 2.781 0.358 0.339
C 3.188 1.466 -0.381
C 4.494 1.560 -0.844
C 5.392 0.540 -0.561
C 4.986 -0.566 0.169
H 5.276 -0.875 2.801
H 6.734 -2.081 4.363
H 6.419 -4.510 4.762
H 4.626 -5.714 3.539
H 3.188 -4.537 1.963
H 1.769 0.274 0.745
H 2.484 2.254 -0.608
H 4.802 2.420 -1.426
H 6.412 0.594 -0.923
H 5.683 -1.371 0.362
C -3.220 -2.797 2.118
C -2.311 -2.780 0.891
C -2.195 -4.178 0.314
O -1.007 -2.364 1.335
B -0.923 -0.989 1.151
O -1.960 -0.505 0.330
C -2.717 -1.672 -0.142
C -2.273 -2.016 -1.554
C -4.185 -1.302 -0.126
H -2.780 -3.458 2.865
H -4.219 -3.159 1.868
H -3.300 -1.798 2.556
H -1.915 -4.865 1.115
H -1.428 -4.225 -0.457
H -3.152 -4.500 -0.104
H -1.216 -2.286 -1.571
H -2.403 -1.149 -2.202
H -2.860 -2.849 -1.942
H -4.487 -0.883 0.835
H -4.793 -2.185 -0.343
H -4.373 -0.554 -0.897
*
```

## Properties
LUMO energy (alpha / beta) ... 2.00 / 1.99 eV
Energy relative to the best compared isomer or geometry (same formula, charge and spin) ... 438.3 kJ/mol
HOMO energy (alpha / beta) ... -1.889 / -3.691 eV
Orbital gap (alpha / beta) ... 3.891 / 5.678 eV

Atomic partial charges in e from the Löwdin method, atoms 1 to 6: number 1, Fe, carries 0.50; number 2, F, carries 0.14; number 3, C, carries -0.61; number 4, F, carries 0.12; number 5, F, carries 0.14; number 6, C, carries -0.11

---

Entry from the Open Molecules 2025 dataset: a structure of composition C46H39BrN7O2PReSe2 (wB97M-V/def2-TZVPD).

Geometry as ORCA input:
```
! wB97M-V def2-TZVPD RIJCOSX def2/J DEFGRID3
* xyz 2 2
Re 0.345 0.085 0.013
C 3.535 1.107 5.803
C 2.722 1.320 4.553
C 3.101 2.252 3.585
C 2.358 2.430 2.432
C 1.212 1.680 2.210
N 0.433 1.780 1.015
C -0.291 2.985 0.852
C -0.387 3.901 1.906
C -1.079 5.086 1.788
C -1.746 5.405 0.607
C -2.553 6.668 0.472
C -1.688 4.486 -0.426
C -0.975 3.297 -0.322
N -0.987 2.431 -1.459
C -1.325 2.771 -2.720
C -1.322 1.641 -3.497
C -0.969 0.613 -2.628
N -0.770 1.084 -1.395
C 0.834 0.746 3.162
C 1.581 0.563 4.318
N -0.347 -0.035 2.970
C -1.176 -0.511 3.917
C -2.132 -1.284 3.307
C -1.833 -1.232 1.949
N -0.751 -0.478 1.737
H 4.195 1.951 5.992
H 4.157 0.213 5.717
H 2.893 0.975 6.673
H 3.991 2.850 3.742
H 2.654 3.164 1.691
H 0.090 3.664 2.846
H -1.126 5.762 2.632
H -2.175 7.447 1.131
H -3.596 6.488 0.739
H -2.535 7.045 -0.550
H -2.255 4.701 -1.321
H -1.543 3.789 -2.986
H -1.573 1.563 -4.541
H -0.818 -0.429 -2.834
H 1.278 -0.189 5.038
H -1.033 -0.247 4.952
H -2.952 -1.799 3.776
H -2.356 -1.660 1.107
Se -3.448 -1.465 -1.339
P -1.900 -2.877 -1.532
Se 0.178 -2.266 -0.816
C -2.190 -4.371 -0.550
C -1.165 -5.277 -0.259
C -1.440 -6.433 0.451
C -2.735 -6.694 0.884
C -3.753 -5.797 0.605
C -3.485 -4.636 -0.110
C -1.595 -3.395 -3.239
C -2.414 -2.908 -4.253
C -2.199 -3.305 -5.568
C -1.171 -4.181 -5.872
C -0.347 -4.667 -4.862
C -0.555 -4.275 -3.552
H -0.147 -5.079 -0.564
H -0.644 -7.133 0.669
H -2.948 -7.599 1.437
H -4.763 -6.000 0.936
H -4.280 -3.941 -0.342
H -3.231 -2.243 -4.004
H -2.850 -2.937 -6.351
H -1.011 -4.494 -6.896
H 0.451 -5.359 -5.097
H 0.096 -4.662 -2.779
C 2.304 -1.825 1.874
O 2.174 -0.732 0.926
C 3.318 -0.249 0.320
C 4.584 -0.407 0.826
C 5.658 0.125 0.109
Br 7.392 -0.048 0.798
C 5.447 0.774 -1.085
C 4.147 0.924 -1.588
C 3.061 0.429 -0.871
O 1.796 0.565 -1.287
C 3.929 1.575 -2.876
N 2.752 1.770 -3.467
C 2.940 2.395 -4.702
C 2.042 2.795 -5.684
C 2.587 3.391 -6.803
C 3.974 3.581 -6.939
C 4.861 3.180 -5.961
C 4.305 2.581 -4.839
N 4.884 2.055 -3.679
H 2.958 -2.583 1.447
H 1.304 -2.226 2.000
H 2.696 -1.440 2.812
H 4.759 -0.923 1.760
H 6.302 1.167 -1.618
H 1.893 1.450 -3.029
H 0.976 2.645 -5.579
H 1.933 3.719 -7.599
H 4.355 4.052 -7.834
H 5.928 3.326 -6.068
H 5.869 2.032 -3.475
*
```

## Properties
LUMO energy (alpha / beta) ... -6.33 / -5.94 eV
Energy relative to the best compared isomer or geometry (same formula, charge and spin) ... 0.0 kJ/mol
HOMO energy (alpha / beta) ... -12.186 / -12.179 eV
Orbital gap (alpha / beta) ... 5.851 / 6.236 eV

Atomic partial charges in e from the Löwdin method, atoms 1 to 6: number 1, Re, carries 1.38; number 2, C, carries -0.03; number 3, C, carries -0.25; number 4, C, carries -0.01; number 5, C, carries -0.01; number 6, C, carries -0.27

---

Entry from the Open Molecules 2025 dataset: a structure of composition C46H39P2Sc (wB97M-V/def2-TZVPD).

Geometry as ORCA input:
```
! wB97M-V def2-TZVPD RIJCOSX def2/J DEFGRID3
* xyz 2 1
C 0.735 -1.053 -4.055
C -0.314 -1.468 -3.216
C -1.607 -1.606 -3.743
C -1.848 -1.341 -5.086
C -0.797 -0.944 -5.915
C 0.490 -0.771 -5.395
P -0.025 -1.713 -1.426
C -1.309 -2.931 -0.960
C -2.400 -2.537 -0.163
C -3.407 -3.454 0.129
C -3.323 -4.759 -0.374
C -2.229 -5.152 -1.154
C -1.213 -4.242 -1.433
Sc 0.365 0.196 0.248
P 0.003 1.751 -1.654
C -1.400 1.806 -2.755
C -1.187 2.161 -4.091
C -2.271 2.234 -4.960
C -3.556 1.914 -4.493
C -3.766 1.500 -3.166
C -2.684 1.442 -2.292
C -0.218 3.080 -0.377
C 0.632 3.153 0.750
C 0.422 4.184 1.676
C -0.576 5.131 1.462
C -1.411 5.047 0.344
C -1.235 4.023 -0.578
C 1.634 2.036 -2.410
C 2.719 1.146 -2.239
C 3.943 1.461 -2.831
C 4.085 2.655 -3.548
C 3.016 3.553 -3.671
C 1.789 3.247 -3.092
C 1.572 -2.642 -1.377
C 2.003 -3.409 -2.466
C 3.214 -4.097 -2.403
C 3.999 -4.030 -1.247
C 3.577 -3.263 -0.157
C 2.352 -2.592 -0.201
H 1.492 2.475 0.877
H 1.064 4.243 2.558
H -0.708 5.954 2.161
H -2.195 5.785 0.171
H -1.854 3.949 -1.471
H -0.180 2.389 -4.432
H -2.102 2.532 -6.004
H -4.399 1.973 -5.181
H -4.773 1.227 -2.820
H -2.821 1.125 -1.260
H 2.617 0.224 -1.655
H 4.788 0.766 -2.730
H 5.040 2.898 -4.009
H 3.129 4.495 -4.216
H 0.945 3.931 -3.154
H 1.397 -3.465 -3.367
H 3.539 -4.688 -3.262
H 4.939 -4.576 -1.198
H 4.198 -3.186 0.746
H 1.990 -2.058 0.688
H -2.438 -1.521 0.235
H -4.257 -3.145 0.750
H -4.109 -5.476 -0.148
H -2.159 -6.169 -1.546
H -0.350 -4.543 -2.023
H -2.416 -1.951 -3.105
H -2.862 -1.445 -5.483
H -0.977 -0.747 -6.966
H 1.305 -0.425 -6.042
H 1.753 -0.987 -3.676
H -0.052 0.171 -8.270
H 0.703 0.144 -8.158
C 1.200 0.061 5.316
C 1.801 -0.056 4.060
C 1.073 0.018 2.873
C -0.356 0.190 2.909
C -1.161 0.266 1.691
C -2.515 0.521 1.899
C -3.094 0.632 3.178
C -2.336 0.534 4.313
C -0.956 0.313 4.219
C -0.184 0.255 5.384
H 1.779 0.002 6.223
H 2.884 -0.217 3.969
H 1.638 -0.090 1.865
H -3.199 0.642 1.052
H -4.162 0.804 3.267
H -2.773 0.637 5.300
H -0.688 0.362 6.339
*
```

## Properties
LUMO energy ... -6.06 eV
Energy relative to the best compared isomer or geometry (same formula, charge and spin) ... 0.0 kJ/mol
HOMO energy ... -13.300 eV
Orbital gap ... 7.244 eV

Atomic partial charges in e from the Löwdin method, atoms 1 to 6: number 1, C, carries -0.11; number 2, C, carries -0.36; number 3, C, carries -0.07; number 4, C, carries -0.05; number 5, C, carries -0.08; number 6, C, carries -0.07

---

Entry from the Open Molecules 2025 dataset: a structure of composition C46H40As2Cl2InN5O5 (wB97M-V/def2-TZVPD).

Geometry as ORCA input:
```
! wB97M-V def2-TZVPD RIJCOSX def2/J DEFGRID3
* xyz 0 1
In 2.642 -1.064 -1.016
C 1.727 1.201 1.535
C 0.434 2.015 1.579
As 0.536 3.609 0.442
C 0.930 2.574 -1.234
C 0.195 0.614 -2.490
C 0.970 1.264 -3.615
C 2.452 1.159 -3.466
C 3.038 2.012 -2.626
C 2.241 2.988 -1.886
C -1.348 4.079 0.303
C -1.614 5.275 -0.301
C -2.853 5.824 -0.701
C -4.165 5.324 -0.514
C -4.568 4.352 0.340
C -2.372 3.114 0.820
As 2.792 1.222 3.196
C 1.497 0.328 4.348
C 1.549 0.616 5.710
C 0.654 0.026 6.591
C -0.304 -0.859 6.116
C -0.365 -1.153 4.761
C 0.526 -0.555 3.882
C 3.892 -0.283 2.588
C 3.582 -1.618 2.833
C 4.359 -2.631 2.282
C 5.441 -2.322 1.470
C 5.765 -0.993 1.232
C 4.999 0.018 1.797
H 2.413 1.539 0.752
H 1.500 0.156 1.318
H 0.193 2.348 2.592
H -0.395 1.392 1.239
H -0.869 0.748 -2.678
H 0.606 0.876 -4.567
H 3.022 0.462 -4.063
H 4.114 2.047 -2.510
H 2.765 3.833 -1.458
H -0.750 5.865 -0.594
H -2.778 6.721 -1.303
H -4.932 5.788 -1.124
H -5.610 4.056 0.331
H -1.935 2.635 1.700
H 2.293 1.310 6.085
H 0.706 0.255 7.648
H -0.997 -1.326 6.804
H -1.087 -1.859 4.377
H 0.461 -0.820 2.835
H 2.737 -1.879 3.458
H 4.131 -3.666 2.496
H 6.037 -3.121 1.046
H 6.623 -0.742 0.619
H 5.272 1.055 1.624
Cl -2.572 2.373 -1.830
C -2.595 1.999 -0.147
C -3.678 3.713 1.361
C -4.375 2.693 2.215
C -4.151 1.363 2.322
C -3.349 0.460 1.539
Cl -3.250 -1.150 2.154
C -2.785 0.700 0.270
N -2.386 -0.360 -0.548
C -3.254 -1.247 -1.192
C -4.634 -1.100 -1.099
C -5.475 -1.993 -1.743
C -4.947 -3.030 -2.495
C -3.569 -3.169 -2.582
C -2.703 -2.297 -1.938
C -1.209 -2.515 -2.010
C -0.477 -1.630 -3.035
O 0.559 -2.672 -3.609
O 0.453 -0.753 -2.275
H -3.365 4.519 2.044
H -5.124 3.098 2.888
H -4.697 0.858 3.112
H -1.498 -0.217 -0.998
H -5.047 -0.278 -0.527
H -6.547 -1.869 -1.661
H -5.599 -3.729 -3.002
H -3.149 -3.986 -3.157
H -1.066 -3.560 -2.289
H -0.778 -2.396 -1.006
O 0.563 2.649 -3.618
N 0.904 3.355 -2.454
O 0.568 1.223 -1.249
N 1.776 -3.572 -1.473
C 1.745 -4.032 -0.400
C 1.711 -4.573 0.862
C 2.706 -5.504 1.247
N 3.531 -6.254 1.541
C 0.756 -4.060 1.778
N -0.026 -3.605 2.495
C 1.321 -2.271 -4.762
C 2.720 -2.821 -4.695
O 3.448 -2.094 -3.705
H 0.795 -2.651 -5.636
H 1.332 -1.184 -4.797
H 1.124 -3.077 -2.870
H 3.186 -2.702 -5.677
H 2.695 -3.887 -4.451
H 4.257 -2.576 -3.502
*
```

## Properties
LUMO energy (alpha / beta) ... -1.11 / -1.08 eV
Energy relative to the best compared isomer or geometry (same formula, charge and spin) ... 727.0 kJ/mol
HOMO energy (alpha / beta) ... -7.415 / -7.483 eV
Orbital gap (alpha / beta) ... 6.306 / 6.405 eV

Atomic partial charges in e from the Löwdin method, atoms 1 to 6: number 1, In, carries 1.03; number 2, C, carries -0.51; number 3, C, carries -0.44; number 4, As, carries 1.39; number 5, C, carries -0.53; number 6, C, carries -0.35

---

Entry from the Open Molecules 2025 dataset: a structure of composition C46H40N3O3PS2SeSr (wB97M-V/def2-TZVPD).

Geometry as ORCA input:
```
! wB97M-V def2-TZVPD RIJCOSX def2/J DEFGRID3
* xyz 0 1
Sr 0.956 0.871 0.527
O 0.731 0.431 2.879
S 0.559 0.368 4.360
C -0.730 1.607 4.755
C -1.664 1.917 3.594
C -2.735 0.865 3.307
C -3.596 1.282 2.118
S -2.935 0.659 0.526
O -1.467 0.493 0.731
C -3.613 -1.001 0.619
C -4.982 -1.192 0.485
C -5.487 -2.481 0.456
C -4.621 -3.567 0.537
C -3.254 -3.361 0.649
C -2.740 -2.070 0.690
C -0.348 -1.144 4.696
C -0.440 -2.084 3.685
C -1.096 -3.280 3.947
C -1.638 -3.525 5.201
C -1.512 -2.580 6.213
C -0.854 -1.387 5.967
H -0.162 2.498 5.031
H -1.256 1.253 5.642
H -1.074 2.088 2.692
H -2.155 2.867 3.824
H -3.374 0.740 4.184
H -2.276 -0.104 3.105
H -3.627 2.369 2.013
H -4.620 0.917 2.185
H -5.649 -0.342 0.387
H -6.553 -2.642 0.355
H -5.016 -4.574 0.500
H -2.575 -4.203 0.690
H -1.672 -1.897 0.752
H -0.001 -1.896 2.710
H -1.173 -4.020 3.162
H -2.150 -4.458 5.397
H -1.921 -2.776 7.196
H -0.737 -0.658 6.761
C 5.303 -0.391 -1.298
C 6.268 0.374 -0.663
C 5.875 1.316 0.270
C 4.521 1.476 0.552
N 3.595 0.732 -0.061
C 3.978 -0.174 -0.959
C 4.021 2.487 1.525
C 4.873 3.336 2.224
C 4.335 4.286 3.077
C 2.961 4.374 3.207
C 2.187 3.480 2.486
N 2.694 2.555 1.679
H 5.562 -1.138 -2.034
H 7.317 0.241 -0.893
H 6.623 1.919 0.763
H 3.180 -0.747 -1.418
H 5.944 3.273 2.105
H 4.985 4.959 3.620
H 2.491 5.124 3.826
H 1.105 3.529 2.541
O 0.598 -2.212 0.559
C 0.867 -1.578 -0.479
C 0.951 -2.371 -1.760
C 1.120 -3.756 -1.771
C 1.252 -4.436 -2.968
C 1.217 -3.732 -4.167
C 1.046 -2.355 -4.169
C 0.917 -1.659 -2.966
P 0.667 0.160 -2.837
C 1.020 0.658 -4.575
C 0.083 0.664 -5.607
C 0.455 1.026 -6.895
C 1.768 1.382 -7.169
C 2.708 1.385 -6.149
C 2.332 1.034 -4.860
C -1.160 0.293 -2.830
C -2.026 -0.797 -2.841
C -3.402 -0.600 -2.901
C -3.922 0.684 -2.955
C -3.065 1.778 -2.917
C -1.695 1.585 -2.839
H 1.145 -4.272 -0.818
H 1.385 -5.511 -2.976
H 1.323 -4.259 -5.107
H 1.022 -1.823 -5.111
H -0.943 0.384 -5.404
H -0.284 1.028 -7.687
H 2.056 1.666 -8.174
H 3.731 1.673 -6.355
H 3.062 1.058 -4.058
H -1.629 -1.804 -2.822
H -4.064 -1.457 -2.911
H -4.993 0.835 -3.011
H -3.464 2.785 -2.937
H -1.029 2.438 -2.785
Se 0.170 5.859 0.569
C 0.199 4.182 -0.024
N 0.220 3.064 -0.368
*
```

## Properties
LUMO energy ... -0.06 eV
Energy relative to the best compared isomer or geometry (same formula, charge and spin) ... 27.9 kJ/mol
HOMO energy ... -6.085 eV
Orbital gap ... 6.024 eV

Atomic partial charges in e from the Löwdin method, atoms 1 to 6: number 1, Sr, carries 1.29; number 2, O, carries -0.68; number 3, S, carries 1.02; number 4, C, carries -0.30; number 5, C, carries -0.23; number 6, C, carries -0.21